Record 1
29
Properties=species:S:1:pos:R:3:lowdin_charge:R:1 method="wB97M-V/def2-TZVPD" e_lumo_ev="0.254 / 0.308" homo_ha="-0.276 / -0.249" gap_ev="7.762 / 7.091" e_tot_ev=-33775.4097
C 0.395 -0.927 -2.736 -0.346
C -0.595 2.320 2.638 -0.097
C -2.629 -2.365 -1.080 -0.304
C 0.761 2.455 1.832 -0.265
C 0.621 2.003 0.347 -0.183
C 0.866 0.495 0.022 -0.251
C -0.249 -0.400 0.462 -0.328
C -0.066 -1.769 -0.005 -1.031
N 1.707 -0.797 -2.686 0.149
O -0.437 -0.883 -3.581 0.076
S 1.584 -2.424 0.393 0.698
S -1.181 -2.988 -0.025 0.817
H -0.828 1.245 2.489 0.056
H -0.509 2.509 3.700 0.058
H -1.166 3.089 2.065 0.082
H -3.059 -3.289 -1.520 0.037
H -2.300 -1.619 -1.872 0.051
H -3.306 -1.921 -0.395 0.000
H 1.483 1.775 2.394 0.115
H 1.149 3.504 1.854 0.100
H 1.447 2.567 -0.220 0.133
H -0.358 2.254 0.114 0.074
H 1.799 0.149 0.194 0.041
H 0.871 0.490 -1.095 0.079
H -0.155 -0.318 1.492 0.079
H -1.210 -0.029 0.197 0.117
H 2.255 -0.639 -1.936 0.030
H 2.105 -0.751 -3.597 0.109
H 1.005 -3.737 0.553 -0.097

=====

Record 2
89
Properties=species:S:1:pos:R:3:lowdin_charge:R:1 method="wB97M-V/def2-TZVPD" e_lumo_ev="-0.407 / 0.287" homo_ha="-0.138 / -0.289" s_squared=20.101 spin_multiplicity=9 gap_ev="3.349 / 8.151" e_tot_ev=-99768.7312
C -3.994 -3.999 -2.162 -0.040
C -3.084 -2.859 -2.515 -0.228
H -4.325 -4.435 -3.079 0.075
H -4.871 -3.601 -1.670 0.079
H -3.540 -4.755 -1.560 0.063
C -3.463 -1.924 -3.418 -0.129
C -4.764 -2.017 -4.165 -0.116
H -2.876 -1.129 -3.851 0.064
H -5.643 -1.732 -3.562 0.076
H -5.029 -2.938 -4.737 0.080
H -4.660 -1.271 -4.979 0.067
Gd 0.131 1.541 1.548 1.036
Cl -1.664 2.489 3.124 -0.203
C 2.359 0.945 -1.056 -0.256
O 1.882 1.593 -0.076 -0.185
N 3.138 1.472 -1.992 -0.171
C 3.324 2.907 -2.143 -0.019
C 3.895 0.561 -2.831 -0.040
H 2.155 -0.139 -1.226 0.156
H 2.880 3.452 -1.301 0.095
H 2.886 3.274 -3.082 0.096
H 4.395 3.136 -2.198 0.092
H 3.707 -0.447 -2.407 0.097
H 4.967 0.788 -2.786 0.096
H 3.551 0.576 -3.873 0.081
H 3.985 1.281 5.942 0.087
H 2.635 -0.063 6.911 0.092
C 3.295 1.797 5.245 0.002
C 1.671 0.184 6.425 -0.039
N 1.931 1.158 5.393 -0.141
H 3.605 1.670 4.184 0.085
C 1.221 1.219 4.260 -0.313
O 1.740 1.774 3.212 -0.257
H 1.252 -0.718 5.984 0.096
H 0.224 0.797 4.236 0.083
H 3.276 2.817 5.606 0.086
H 1.058 0.630 7.220 0.095
H -3.806 0.265 -1.017 0.080
H -3.029 0.985 -3.598 0.070
C -3.816 1.375 -0.944 -0.035
C -3.099 2.000 -3.177 -0.043
N -2.740 1.995 -1.749 -0.159
H -3.858 1.704 0.096 0.091
C -1.564 2.549 -1.370 -0.316
O -1.210 2.850 -0.200 -0.189
H -2.439 2.691 -3.705 0.091
H -0.900 2.690 -2.257 0.131
H -4.729 1.688 -1.479 0.085
H -4.139 2.321 -3.220 0.087
O -2.465 -2.183 -0.736 -0.325
C -1.748 -2.776 -1.810 -0.217
C -0.898 -0.646 -2.919 -0.125
C -0.667 -1.955 -2.605 -0.161
H -1.914 -0.282 -2.703 0.065
C 0.056 0.083 -3.661 -0.070
H -1.291 -3.694 -1.407 0.156
C 0.512 -2.569 -3.106 -0.038
H 0.051 1.222 -3.713 0.112
C 1.013 -0.619 -4.399 -0.113
C 1.318 -1.954 -4.049 -0.098
H 0.774 -3.606 -2.785 0.122
H 1.575 -0.189 -5.213 0.092
H 2.181 -2.454 -4.501 0.106
Si -2.816 -2.197 0.921 0.363
Cl -0.977 -0.159 0.199 0.277
C -3.978 -0.867 1.785 -0.163
C -1.633 -2.466 2.399 -0.196
C -3.808 -3.725 0.742 -0.186
H -4.439 -0.130 1.098 -0.004
H -3.493 -0.316 2.640 0.027
H -4.790 -1.491 2.236 0.033
H -4.650 -3.478 0.107 0.015
H -4.114 -3.875 1.826 0.054
H -3.290 -4.621 0.360 0.043
H -0.535 -2.565 2.247 -0.010
H -2.011 -3.425 2.852 0.033
H -1.782 -1.690 3.196 0.036
O 1.235 -0.588 2.196 -0.325
N 2.416 -1.203 2.260 -0.191
C 2.426 -2.575 2.266 -0.055
C 3.597 -3.278 2.339 -0.101
C 4.829 -2.606 2.370 -0.124
C 4.788 -1.215 2.228 -0.111
C 3.615 -0.540 2.151 -0.075
H 1.458 -3.079 2.109 0.112
H 3.534 -4.371 2.361 0.105
H 5.766 -3.144 2.478 0.088
H 5.728 -0.669 2.145 0.104
H 3.536 0.539 1.961 0.112

=====

Record 3
19
Properties=species:S:1:pos:R:3:lowdin_charge:R:1 method="wB97M-V/def2-TZVPD" e_lumo_ev=1.038 homo_ha=-0.291 smiles="C/C=C(/C)N(C)N" gap_ev=8.969 e_tot_ev=-8357.8949
C 1.973 -0.667 -0.661 -0.116
C 0.582 -0.515 -1.186 -0.126
C -0.444 0.060 -0.559 -0.326
C -1.811 0.092 -1.279 -0.059
N -0.424 0.558 0.764 -0.244
C 0.753 1.050 1.519 -0.077
N -1.322 -0.151 1.594 0.041
H 2.537 -1.279 -1.365 0.066
H 2.467 0.307 -0.592 0.069
H 2.012 -1.167 0.313 0.070
H 0.404 -0.985 -2.155 0.100
H -2.434 -0.767 -0.997 0.069
H -1.750 0.083 -2.377 0.075
H -2.353 1.007 -1.016 0.074
H 0.394 1.657 2.360 0.077
H 1.424 1.692 0.938 0.081
H 1.335 0.232 1.967 0.069
H -2.260 -0.060 1.206 0.070
H -1.085 -1.145 1.526 0.087

=====

Record 4
63
Properties=species:S:1:pos:R:3:lowdin_charge:R:1 method="wB97M-V/def2-TZVPD" e_lumo_ev=0.409 homo_ha=-0.357 smiles=CCO.CCO.CCO.CCO.CCO.CCO.CCO gap_ev=10.125 e_tot_ev=-29529.6153
C -3.873 2.300 -2.175 -0.069
C -2.774 1.828 -3.215 -0.317
O -3.374 1.124 -4.259 -0.085
H -4.303 1.446 -1.640 0.061
H -4.638 2.927 -2.624 0.062
H -3.343 2.931 -1.412 0.066
H -2.056 1.149 -2.687 0.084
H -2.153 2.613 -3.636 0.107
H -3.644 0.294 -3.857 0.041
C -1.589 -2.036 -3.561 -0.077
C -2.702 -2.454 -2.613 -0.310
O -3.796 -1.577 -2.813 -0.088
H -1.949 -1.927 -4.592 0.083
H -0.794 -2.806 -3.534 0.077
H -1.173 -1.062 -3.212 0.069
H -2.340 -2.314 -1.581 0.100
H -3.019 -3.479 -2.788 0.111
H -4.556 -1.899 -2.331 0.087
C -1.397 1.560 3.547 -0.104
C -2.833 1.768 3.969 -0.334
O -3.371 0.576 4.505 -0.082
H -1.312 0.851 2.727 0.062
H -0.758 1.150 4.355 0.081
H -1.000 2.526 3.204 0.077
H -3.448 2.108 3.116 0.116
H -2.824 2.530 4.763 0.109
H -4.323 0.578 4.632 0.082
C -0.296 -2.473 1.502 -0.104
C 0.494 -3.390 0.669 -0.273
O 0.472 -2.902 -0.749 -0.113
H -1.287 -2.458 1.020 0.086
H 0.113 -1.449 1.526 0.071
H -0.366 -2.839 2.521 0.087
H 0.028 -4.384 0.719 0.113
H 1.503 -3.483 1.115 0.123
H 1.195 -3.353 -1.222 0.098
C 0.096 2.006 -0.137 -0.064
C 0.188 0.671 -0.862 -0.314
O 1.146 -0.179 -0.251 -0.106
H 0.972 2.598 -0.386 0.074
H 0.068 1.902 0.950 0.053
H -0.748 2.616 -0.459 0.067
H 0.343 0.902 -1.892 0.100
H -0.806 0.241 -0.747 0.104
H 0.890 -1.087 -0.507 0.045
C 3.261 0.838 2.468 -0.082
C 2.551 1.579 3.596 -0.336
O 2.504 0.804 4.782 -0.086
H 2.732 -0.092 2.226 0.068
H 4.263 0.604 2.827 0.073
H 3.323 1.525 1.610 0.081
H 1.496 1.739 3.288 0.087
H 3.000 2.561 3.755 0.108
H 1.898 1.231 5.407 0.083
C 5.840 -0.572 -2.078 -0.108
C 4.529 -0.663 -1.373 -0.380
O 3.753 0.470 -1.593 -0.073
H 6.453 0.289 -1.769 0.081
H 5.651 -0.468 -3.156 0.078
H 6.444 -1.475 -1.937 0.076
H 4.720 -0.810 -0.275 0.116
H 4.029 -1.613 -1.702 0.114
H 2.890 0.410 -1.173 0.040